C35H31BrN7O2PtSe as an isolated structure, computed with wB97M-V/def2-TZVPD.

Values from the calculation:
Energy relative to the best compared isomer or geometry (same formula, charge and spin), eV: 0.4054
E_LUMO (alpha / beta), eV: -2.70 / -3.22
Spin multiplicity: 3
Maximum force, eV Å⁻¹: 0.51
Net charge: +1
E_tot, eV: -189952.1998

Geometry as XYZ:
```
78
Properties=species:S:1:pos:R:3:forces:R:3
Pt 0.401445 -0.253393 -0.535262 -0.3 0.0 -0.4
O -0.960046 0.581306 -4.491730 0.0 0.0 0.1
C 0.116159 0.336058 -5.276369 0.0 0.0 0.1
C 0.002551 0.553449 -6.643730 0.1 0.0 -0.1
C 1.083494 0.313617 -7.476336 0.0 0.0 0.0
C 2.287642 -0.150937 -6.962915 0.0 0.0 0.0
C 2.395731 -0.364139 -5.597338 0.0 0.0 0.0
C 1.329186 -0.117537 -4.741722 0.0 0.0 -0.1
C 1.496293 -0.273553 -3.250433 0.0 -0.1 0.0
O 0.381325 -0.793332 -2.630721 0.0 0.0 -0.2
N 1.773810 1.092593 -2.721438 -0.3 0.1 0.0
N 1.766556 1.233632 -1.394423 0.1 0.0 0.1
C 2.261723 2.255283 -0.807931 0.1 0.1 0.1
C 2.225000 2.473416 0.635498 -0.1 -0.1 -0.1
Br 1.194085 1.238985 1.663121 0.0 0.1 0.2
C 2.841315 3.500912 1.217048 0.1 0.1 0.0
C 2.931710 3.865651 2.640171 0.0 0.0 -0.1
C 3.249123 2.938663 3.631277 0.0 0.0 0.0
C 3.352424 3.338710 4.954462 0.0 0.0 0.0
C 3.137027 4.665068 5.301149 0.0 0.0 0.0
C 2.836754 5.597270 4.317546 0.0 0.0 0.0
C 2.748579 5.202019 2.993040 0.0 0.0 0.0
H -0.772828 0.152581 -3.628605 0.0 0.0 0.0
H -0.943027 0.904002 -7.035597 0.0 0.0 0.0
H 0.979593 0.480265 -8.540824 0.0 0.0 0.0
H 3.125178 -0.348614 -7.617372 0.0 0.0 0.0
H 3.327538 -0.730243 -5.178080 0.0 0.0 0.0
H 2.385882 -0.895113 -3.054452 0.0 0.0 0.0
H 2.349522 1.722366 -3.265270 0.1 0.0 0.0
H 2.747323 3.035451 -1.392215 0.0 0.0 0.0
H 3.329788 4.181510 0.522801 0.0 0.0 0.0
H 3.442917 1.907793 3.365834 0.0 0.0 0.0
H 3.613413 2.614935 5.715072 0.0 0.0 0.0
H 3.216011 4.974855 6.334663 0.0 0.0 0.0
H 2.679688 6.634634 4.580827 0.0 0.0 0.0
H 2.525569 5.932503 2.224548 0.0 0.0 0.0
C 4.038407 -2.481307 0.691449 0.0 0.1 0.0
C 3.190437 -1.463050 0.306492 0.0 -0.1 0.0
N 1.981224 -1.713343 -0.211800 0.1 -0.1 0.2
C 1.578272 -2.974170 -0.339802 0.1 0.1 -0.2
C 2.331370 -4.054665 0.098091 0.1 -0.1 -0.1
C 3.600371 -3.795423 0.590560 0.0 0.0 0.0
C 1.759265 -5.414977 0.030471 0.1 0.1 -0.1
C 0.551795 -5.771055 0.466003 -0.1 0.0 0.1
C -0.413359 -4.923621 1.195962 0.2 0.0 -0.1
C -1.744410 -5.306623 1.305604 -0.1 0.0 0.0
C -2.610628 -4.416630 1.911587 0.0 0.0 0.0
N -2.197182 -3.258556 2.428797 -0.1 0.1 -0.1
C -0.890773 -3.031485 2.348323 0.1 0.1 0.0
N 0.016434 -3.785862 1.754163 -0.2 0.0 0.2
H 5.020079 -2.245624 1.076362 0.0 0.0 0.0
H 3.469194 -0.421443 0.397045 0.0 0.0 0.0
H 0.614784 -3.122766 -0.810161 0.0 0.0 0.0
H 4.234776 -4.611785 0.912640 0.0 0.0 0.0
H 2.376522 -6.175439 -0.435994 0.0 0.0 0.0
H 0.224914 -6.787149 0.278308 0.0 0.0 0.1
H -2.096181 -6.246536 0.904032 0.0 0.0 0.0
H -3.671458 -4.628665 1.976913 0.0 0.0 0.0
H -0.528120 -2.119205 2.813010 0.0 0.0 0.0
C -4.234566 1.906776 -1.232219 0.0 -0.1 0.0
N -4.127603 1.113881 -0.014858 0.0 0.1 0.0
C -3.235512 0.145261 0.239638 0.0 0.0 0.1
Se -2.009576 -0.530694 -1.018179 -0.1 -0.1 0.1
N -3.458882 -0.304320 1.483235 0.1 -0.1 0.1
C -4.528078 0.376596 2.056266 0.1 -0.1 0.0
C -5.146586 0.270710 3.293007 0.0 0.0 0.0
C -6.212418 1.120772 3.522050 0.0 0.0 0.0
C -6.641568 2.041073 2.555242 0.0 0.0 0.0
C -6.021166 2.141781 1.323783 0.0 0.0 0.0
C -4.953052 1.284450 1.097849 0.0 0.0 -0.1
H -3.449085 1.608993 -1.920107 0.0 0.0 0.0
H -4.126647 2.960944 -0.982966 0.0 0.0 0.0
H -5.205527 1.734191 -1.693269 0.0 0.0 0.0
H -2.967342 -1.094144 1.883170 0.0 -0.2 0.0
H -4.813421 -0.438485 4.038038 0.0 0.0 0.0
H -6.729960 1.073984 4.470156 0.0 0.0 0.0
H -7.479379 2.686759 2.778962 0.0 0.0 0.0
H -6.353817 2.850188 0.577853 0.0 0.0 0.0
```
Forces are in eV/Å.

Results of the Mulliken charge analysis, in e, for atoms 1 through 2:
1. Pt 1.98
2. O -0.67

C35H31F5N8O5SSe2Tl as an isolated structure, computed with wB97M-V/def2-TZVPD.

Values from the calculation:
Energy relative to the best compared isomer or geometry (same formula, charge and spin), eV: 0.0000
E_LUMO, eV: 1.97
Maximum force, eV Å⁻¹: 0.43
Net charge: -1
E_tot, eV: -218769.5817

Geometry as XYZ:
```
88
Properties=species:S:1:pos:R:3:forces:R:3
Tl -0.021143 -1.134501 -0.318523 0.1 -0.4 -0.2
N -1.565924 -3.697508 1.739050 0.0 -0.1 0.1
C -1.891629 -2.550799 2.346776 0.0 -0.1 -0.1
N -2.610741 -2.623190 3.471696 0.0 0.1 0.0
C -2.881913 -1.449487 4.028733 -0.1 0.0 0.0
N -3.654435 -1.454662 5.140070 0.0 0.0 0.0
N -2.462405 -0.249657 3.597923 0.0 -0.1 0.0
C -1.767497 -0.302534 2.471882 0.0 0.3 -0.2
N -1.497102 -1.392751 1.773624 0.1 0.0 0.2
C -1.235413 0.996215 1.952549 -0.1 -0.1 0.1
C -1.522470 2.184259 2.603728 0.0 0.0 0.0
C -0.987778 3.356157 2.095070 0.1 0.0 0.0
C -0.186866 3.300387 0.970838 0.1 0.0 0.1
C 0.044801 2.070301 0.378118 0.0 -0.1 0.0
N -0.467939 0.945879 0.867019 0.1 0.1 -0.1
H -1.734786 -4.525901 2.285048 0.0 0.0 0.0
H -0.753795 -3.711959 1.116333 0.0 0.1 0.0
H -3.868178 -2.337157 5.566155 0.0 0.0 0.0
H -3.740400 -0.602867 5.662354 0.0 0.0 0.0
H -2.154113 2.166646 3.478264 0.0 0.0 0.0
H -1.199588 4.303961 2.573664 0.0 0.0 0.0
H 0.238307 4.192230 0.533183 0.0 0.0 0.0
H 0.624718 1.978808 -0.526625 0.1 0.0 0.1
O -0.643173 -2.351651 -4.840215 0.0 0.0 0.1
C 0.018833 -2.978798 -3.750582 0.0 0.0 0.0
C -0.903199 -3.852257 -2.897357 0.0 0.0 0.1
C -1.631440 -4.848293 -3.813644 0.0 -0.1 0.0
O -0.775670 -5.679541 -4.587850 0.0 0.0 0.0
C -2.023777 -3.083689 -2.153088 0.0 -0.1 0.0
Se -1.912078 -1.131810 -2.068494 -0.3 0.3 0.1
C -0.051300 -4.632518 -1.895726 -0.1 0.0 -0.1
Se 0.988218 -3.615044 -0.570940 0.1 0.1 0.2
H -1.104589 -1.583307 -4.468044 0.0 0.0 0.0
H 0.519874 -2.243751 -3.118375 0.0 0.0 0.0
H 0.805233 -3.605848 -4.179177 0.0 0.0 0.0
H -2.303499 -4.288815 -4.470400 0.0 0.0 0.0
H -2.232688 -5.523597 -3.200162 0.0 0.0 0.0
H -0.349916 -5.114454 -5.240985 0.0 0.0 0.0
H -2.114159 -3.469394 -1.136431 0.0 0.0 0.0
H -2.987353 -3.257689 -2.636521 0.0 0.0 0.0
H 0.685688 -5.233217 -2.429397 0.0 0.0 0.0
H -0.696023 -5.317351 -1.341253 0.0 0.0 0.0
C 0.539562 3.156131 6.054797 0.0 0.0 0.0
C 0.978317 2.048627 5.135618 0.0 0.0 0.0
C 1.706877 2.328359 3.983504 0.0 0.0 -0.1
C 2.075707 1.323323 3.105314 0.0 0.0 0.0
C 1.724156 0.010028 3.382047 0.0 0.0 0.2
C 1.006668 -0.292116 4.531004 0.0 0.1 -0.1
C 0.636892 0.726566 5.396027 0.0 0.0 0.0
S 2.206494 -1.319106 2.303378 -0.1 0.0 0.0
O 3.551923 -1.690159 2.668029 0.0 0.0 0.1
O 1.171039 -2.311932 2.470391 0.1 0.0 0.0
N 2.077036 -0.722700 0.835676 0.2 -0.1 -0.1
C 3.133041 -0.167883 0.121994 -0.3 0.0 0.0
C 4.414420 0.065346 0.573885 0.3 0.1 0.0
C 5.389818 0.665124 -0.249490 0.0 0.0 0.1
C 5.118518 1.051357 -1.528109 -0.1 0.0 0.0
C 3.814926 0.839140 -2.036457 0.1 0.1 -0.1
C 3.437237 1.217781 -3.347880 0.0 0.0 0.0
C 2.169761 0.997263 -3.793659 -0.1 0.0 0.0
C 1.248530 0.386646 -2.919276 0.2 0.1 0.0
N 1.577949 0.030560 -1.704231 0.1 0.0 0.0
C 2.835272 0.234977 -1.228326 -0.1 -0.1 0.0
H 1.267193 3.967378 6.071466 0.0 0.0 0.0
H 0.408740 2.794138 7.074308 0.0 0.0 0.0
H -0.414800 3.577951 5.729572 0.0 0.0 0.0
H 1.968992 3.355551 3.756047 0.0 0.0 0.0
H 2.619542 1.560204 2.200224 0.0 0.0 0.0
H 0.720658 -1.317461 4.723657 0.0 0.0 0.0
H 0.058870 0.490523 6.282700 0.0 0.0 0.0
H 4.686326 -0.238722 1.573236 0.0 0.0 -0.1
H 6.381030 0.815821 0.160778 0.0 0.0 0.0
H 5.869306 1.513818 -2.155479 0.0 0.0 0.0
H 4.176419 1.690480 -3.984901 0.0 0.0 0.0
H 1.849493 1.281342 -4.786248 0.0 0.0 0.0
H 0.222993 0.210082 -3.208523 -0.1 0.0 -0.1
F -3.602892 5.568902 -5.101439 0.0 0.0 0.0
C -3.006638 4.638586 -4.322765 0.0 0.0 0.0
C -2.539912 3.452455 -4.859725 0.0 0.0 0.0
F -2.677992 3.230435 -6.180979 0.0 0.0 0.0
C -1.931591 2.501924 -4.064941 0.0 0.0 -0.2
F -1.484418 1.375112 -4.675678 0.0 0.0 0.1
C -1.740432 2.647220 -2.666301 0.0 0.0 0.1
O -1.186870 1.781104 -1.923218 0.0 0.0 -0.1
C -2.231634 3.889116 -2.176418 -0.1 0.1 -0.1
F -2.095556 4.153895 -0.855797 -0.1 0.0 0.0
C -2.841239 4.842527 -2.962648 0.0 0.0 0.0
F -3.282404 5.989430 -2.409410 0.0 0.0 0.0
```
Forces are in eV/Å.

Results of the Mulliken charge analysis, in e, for atoms 1 through 2:
1. Tl 1.13
2. N -0.02